75
Properties=species:S:1:pos:R:3:forces:R:3:lowdin_charge:R:1 method="wB97M-V/def2-TZVPD" homo_energy_ev=-10.87 smiles="FC(F)C(F)(F)COC(F)(F)C(F)F.FC(F)C(F)(F)COC(F)(F)C(F)F.C[C@H]1COC(=O)O1.C[C@H]1COC(=O)O1.C[C@H]1COC(=O)O1" gap_ev=10.66 de_lowest_kcal_mol=2.5
F 1.07790 4.97341 1.81592 0.7049 -0.3951 0.0224 0.10
C 0.93462 4.10117 2.84591 -2.2855 0.9142 -0.2029 -0.31
F 1.50080 2.91261 2.58575 0.7557 0.0917 0.0366 0.10
C 1.38240 4.73380 4.15807 1.3207 -1.1814 0.2632 -0.46
F 0.94494 5.98629 4.25517 -0.3605 0.3077 -0.1397 0.15
F 2.75554 4.78446 4.20263 -0.1330 0.1166 -0.1944 0.10
C 1.02266 3.87190 5.36316 0.5579 -0.0033 0.9295 -0.05
O -0.27612 3.31568 5.42439 -0.2222 0.0220 -0.5186 0.04
C -1.28951 4.13719 5.77732 0.0598 0.2022 0.9597 -0.55
F -1.00890 4.77880 6.94462 -0.0703 0.0020 -0.3140 0.15
F -1.50963 5.09246 4.84604 -0.1214 0.0489 -0.0231 0.15
C -2.55343 3.29667 5.94311 -0.2658 -1.0983 -0.9157 -0.30
F -2.28349 2.20624 6.70359 -0.0139 0.3909 0.3615 0.10
F -3.55323 4.00463 6.47913 0.1775 0.1574 0.2177 0.13
H -0.14579 3.92598 2.92300 0.0912 -0.0333 0.0558 0.16
H 1.25804 4.44125 6.26643 -0.2182 0.2074 -0.1121 0.15
H 1.69399 3.01798 5.41175 -0.0027 -0.0311 -0.4156 0.15
H -2.86770 2.90023 4.96857 -0.0134 0.3188 0.0186 0.17
F -3.62218 -1.10992 -2.02800 0.1573 0.3145 -0.0707 0.10
C -2.99046 -1.76108 -3.02309 0.3690 -1.3149 0.5737 -0.31
F -3.68054 -1.61236 -4.16924 -0.0708 0.3191 -0.0732 0.11
C -1.54780 -1.30541 -3.22278 0.6253 1.1834 -0.6063 -0.43
F -0.73787 -1.66128 -2.19387 -0.5284 -0.4749 0.1598 0.11
F -1.47752 0.06183 -3.26733 -0.3198 -0.0821 -0.0397 0.11
C -0.96098 -1.78488 -4.53539 0.0502 0.3343 -0.6247 -0.05
O -1.01160 -3.19991 -4.63935 0.1196 -0.0157 0.0413 0.04
C 0.19159 -3.82930 -4.77168 -0.4830 0.0861 0.9684 -0.55
F 0.80880 -3.46650 -5.90983 0.2212 0.0754 -0.0171 0.16
F 1.00557 -3.51106 -3.73375 0.1200 -0.1037 -0.3416 0.15
C -0.11251 -5.32302 -4.81870 -0.5028 -0.4512 -1.0901 -0.30
F 1.01812 -6.02557 -5.00240 0.2329 0.0383 0.2885 0.11
F -0.75043 -5.75962 -3.71814 0.2658 0.2498 0.2968 0.11
H -2.94586 -2.82758 -2.77156 -0.2184 0.0526 -0.0200 0.18
H 0.04574 -1.37838 -4.63494 0.0902 -0.1844 0.2647 0.13
H -1.52834 -1.35739 -5.36250 -0.1746 -0.0640 0.1416 0.15
H -0.76845 -5.49707 -5.67961 0.0495 0.0043 0.0604 0.18
C -3.17932 -0.73362 1.42116 -0.2247 -0.6397 -0.2879 -0.02
C -4.10479 -1.38598 2.42445 -0.1445 0.6113 0.1399 -0.30
C -3.51770 -1.57519 3.83263 -0.0573 0.3335 0.0033 -0.08
O -4.47539 -0.94767 4.69190 -0.1194 -0.6259 0.0785 0.06
C -5.47658 -0.39867 3.96995 -0.0416 0.3700 0.0698 -0.57
O -6.42060 0.14863 4.43999 0.1098 -0.0779 -0.0593 0.17
O -5.22265 -0.50245 2.64955 0.0228 -0.1174 0.1109 0.08
H -3.66316 -0.73753 0.44548 0.0438 0.2077 -0.0172 0.07
H -2.26832 -1.32771 1.31922 0.0613 0.1035 0.0844 0.08
H -2.95058 0.28988 1.71129 0.0763 -0.0178 0.0865 0.10
H -4.56556 -2.30206 2.05438 0.3847 -0.1604 -0.0943 0.15
H -2.57787 -1.05841 4.03012 0.1199 -0.0214 -0.4116 0.13
H -3.38189 -2.63232 4.05468 -0.2131 0.0386 0.3117 0.13
C 1.18191 1.47993 -0.70590 0.3775 -0.0039 0.0300 0.00
C 1.57367 0.48303 0.36324 -0.0650 0.7586 0.5671 -0.31
C 0.66869 -0.72804 0.53199 -0.5704 -0.0556 -0.6358 -0.10
O 1.51854 -1.84228 0.26778 0.0600 -0.0065 0.3816 0.08
C 2.76897 -1.41854 -0.03619 -0.5177 0.0470 -0.7247 -0.55
O 3.62837 -2.13649 -0.43379 0.2523 0.0053 0.2766 0.16
O 2.85359 -0.07430 0.03915 0.0134 -0.3726 0.1545 0.09
H 0.35391 2.10722 -0.37626 -0.2475 -0.2512 -0.1426 0.09
H 0.97782 0.95590 -1.64042 -0.2845 0.1253 -0.0117 0.07
H 2.01007 2.16690 -0.88777 0.0736 -0.0779 0.0639 0.10
H 1.64722 0.98312 1.32834 0.3295 0.0882 -0.1015 0.13
H -0.14119 -0.73051 -0.19830 0.1211 -0.0312 -0.1326 0.11
H 0.17814 -0.78920 1.50300 0.4689 -0.1976 0.2283 0.12
C 2.56235 -0.47876 -3.88942 -0.7821 -0.0710 0.0295 -0.03
C 3.97448 -0.31563 -3.41143 0.6296 0.0439 -0.5542 -0.29
C 4.80523 -1.60760 -3.45551 0.3143 0.0339 0.8453 -0.08
O 5.94056 -1.29274 -4.25757 -0.0257 0.1854 -0.2970 0.07
C 5.85729 -0.02218 -4.72047 -0.3206 -0.3988 0.2493 -0.56
O 6.68150 0.51089 -5.38393 0.0938 0.1031 -0.1373 0.17
O 4.69575 0.54182 -4.32156 -0.0314 0.1813 -0.0917 0.08
H 1.99341 -1.10865 -3.19677 0.1525 -0.0034 0.0525 0.07
H 2.51374 -0.96217 -4.86875 0.2605 -0.0403 0.0266 0.09
H 2.01946 0.46415 -3.98397 0.2257 0.1273 0.1267 0.09
H 4.06612 0.16016 -2.43582 -0.3393 -0.0965 0.0848 0.15
H 4.28040 -2.47684 -3.84890 -0.0342 0.1036 -0.2083 0.13
H 5.17601 -1.83832 -2.45793 -0.1362 -0.2049 -0.0348 0.12

=====

55
Properties=species:S:1:pos:R:3:forces:R:3:lowdin_charge:R:1 method="wB97M-V/def2-TZVPD" homo_energy_ev=-8.55 smiles="CCC(C)(C)n1nnnc1[C@H](c1cccs1)N1CC=C(c2ccc(F)cc2)CC1" gap_ev=9.06 de_lowest_kcal_mol=10.3
C -4.33235 -1.21801 1.59970 0.1828 -0.0614 0.1005 -0.07
C -2.93678 -1.78526 1.83931 -0.1637 0.1410 -0.2101 -0.18
C -2.26646 -2.37038 0.57875 0.3019 -0.6589 0.6538 -0.50
C -0.75181 -2.48574 0.77874 -0.1822 -0.0052 0.0569 -0.01
C -2.84690 -3.75247 0.27336 0.0039 0.1038 -0.0010 -0.04
N -2.51200 -1.52593 -0.58099 0.1375 1.2180 -0.6241 0.00
N -3.08770 -2.02195 -1.67640 -0.2531 -1.0641 0.2881 0.05
N -3.15324 -1.10234 -2.54197 -0.3172 -0.0906 -0.9026 -0.02
N -2.63778 0.02439 -2.07680 0.3191 0.7025 0.4057 0.08
C -2.23382 -0.22169 -0.84985 -0.3003 -0.6013 0.0199 -0.24
C -1.57669 0.77254 0.04988 0.2005 0.0896 0.0533 -0.27
C -2.00322 2.17326 -0.28822 -0.1412 0.3139 0.4765 -0.48
C -2.04789 2.81184 -1.48794 0.0445 -0.0778 0.0737 -0.13
C -2.44629 4.16382 -1.37738 0.0060 0.1716 0.0541 -0.17
C -2.69183 4.53889 -0.09798 0.0025 -0.1663 0.3953 -0.41
S -2.44596 3.24597 1.00619 0.0463 -0.0521 -0.6436 1.03
N -0.12842 0.55763 0.01926 0.0370 0.1191 0.1033 -0.13
C 0.56953 1.28566 1.06112 -0.0683 0.0907 0.0384 -0.17
C 2.04776 1.07666 0.98244 -0.0302 -0.0567 -0.0987 -0.01
C 2.66595 0.53120 -0.06370 -0.3062 0.0151 0.1487 -0.19
C 4.12339 0.35355 -0.11126 0.2963 0.0202 0.0614 -0.19
C 4.97818 1.28488 0.47902 -0.0571 -0.1499 -0.0990 -0.02
C 6.34947 1.12546 0.43439 0.2338 -0.1459 -0.0323 0.00
C 6.87076 0.01828 -0.20976 -0.1427 -0.0004 0.0099 -0.28
F 8.21028 -0.14519 -0.25776 -0.1108 0.0180 -0.0044 0.05
C 6.05474 -0.92215 -0.81049 0.2867 0.0568 0.0440 0.00
C 4.68520 -0.74512 -0.76175 -0.0652 0.1908 0.1085 -0.02
C 1.85998 0.06800 -1.24750 -0.2644 0.1895 0.0111 -0.12
C 0.50846 0.77634 -1.26616 0.1871 -0.2065 -0.1879 -0.16
H -4.98747 -1.96441 1.15759 -0.1102 -0.0270 -0.0599 0.07
H -4.30464 -0.35443 0.93779 -0.0579 0.0687 -0.0534 0.07
H -4.76730 -0.90053 2.54421 -0.0875 0.0308 0.0499 0.08
H -3.00065 -2.59064 2.57296 0.1348 -0.0039 0.0092 0.12
H -2.29963 -1.01196 2.27261 0.0599 -0.0500 0.0691 0.10
H -0.28823 -1.50304 0.83256 0.0269 -0.0221 0.0266 0.06
H -0.54391 -3.03124 1.69527 -0.0085 -0.1099 0.1159 0.09
H -0.30840 -3.02831 -0.05376 0.0630 -0.0527 -0.0934 0.09
H -3.92163 -3.70001 0.12761 -0.0974 -0.0749 -0.0204 0.08
H -2.63202 -4.42522 1.09933 0.0675 0.0234 0.1377 0.09
H -2.40780 -4.15648 -0.63433 -0.0102 -0.0687 -0.0104 0.08
H -1.88853 0.57387 1.08136 0.0205 -0.0361 -0.1177 0.12
H -1.83875 2.32385 -2.42082 0.0218 -0.0824 -0.1270 0.10
H -2.54591 4.82402 -2.22012 -0.0331 0.1388 -0.1243 0.10
H -3.00470 5.49348 0.27562 -0.0751 0.2271 0.0008 0.06
H 0.37295 2.37377 1.00930 -0.0568 -0.0991 0.0501 0.12
H 0.20142 0.93891 2.03416 -0.0060 0.0488 0.0004 0.13
H 2.59885 1.40440 1.85145 0.1785 0.0244 0.0762 0.11
H 4.56375 2.15656 0.96145 -0.0487 0.0973 0.0258 0.11
H 7.01397 1.84631 0.88412 0.0857 0.0619 0.0286 0.12
H 6.49297 -1.77392 -1.30639 0.0687 -0.0760 -0.0370 0.12
H 4.04562 -1.48153 -1.22251 -0.0779 -0.0734 -0.0755 0.11
H 1.69435 -1.01054 -1.17912 0.0151 -0.0459 -0.1147 0.12
H 2.39925 0.27209 -2.17413 0.0312 -0.0318 -0.0176 0.13
H 0.65554 1.84898 -1.46885 -0.0365 -0.0332 -0.0279 0.13
H -0.12366 0.36387 -2.05362 0.0489 0.0627 -0.0102 0.12

=====

57
Properties=species:S:1:pos:R:3:forces:R:3:lowdin_charge:R:1 method="wB97M-V/def2-TZVPD" homo_energy_ev="-7.24 / -10.47" multiplicity=6 s_squared=8.78 gap_ev="5.19 / 4.22" total_charge=+1
Ir -0.13812 0.36105 -0.27263 10.4308 -2.8089 -1.8343 1.29
C 0.85956 -2.51827 2.48749 0.0804 -0.4828 0.5181 0.00
C 0.15985 -1.36469 1.79079 0.9304 -2.8415 2.5456 -0.44
O 0.70668 -1.10436 0.67249 -2.9377 1.1687 1.4629 -0.28
C -0.89619 -0.83241 2.46919 -1.8986 2.5437 -1.1185 0.06
C -1.76793 0.31581 2.01475 0.2925 -1.8957 2.2371 -0.29
C -2.89319 0.77599 2.89094 0.0750 0.0205 -0.0959 -0.02
N -1.50662 0.85365 0.88867 -1.4631 1.5830 -0.2777 -0.25
N -2.12326 1.89539 0.23875 -0.7400 -0.5000 1.7526 0.08
C -1.53006 2.14444 -0.92665 -4.6696 7.0975 -3.6584 -0.53
O -0.54836 1.65933 -1.57117 0.1160 0.1605 -1.0392 -0.30
C -2.13370 3.29408 -1.74872 0.6219 -2.4793 2.7719 -0.14
C -3.24203 3.98001 -1.21892 -0.2903 -0.2303 0.7533 0.03
C -3.84607 5.03784 -1.90907 -0.1523 0.4557 -0.4615 -0.01
C -3.35205 5.43392 -3.14962 -0.5050 0.9783 -0.7306 -0.09
C -2.25590 4.77286 -3.69840 -0.5981 0.5389 0.0425 0.00
C -1.65504 3.71562 -3.00476 1.1265 -1.1754 0.1202 0.02
H 1.70651 -2.93096 1.92309 -0.3333 0.3609 0.1592 0.06
H 0.15792 -3.34445 2.65702 0.1279 0.1694 0.0845 0.09
H 1.25267 -2.19570 3.45966 -0.1052 -0.1280 -0.1691 0.10
H -1.17124 -1.24244 3.43107 0.1849 -0.1069 -0.0840 0.12
H -2.95024 0.18798 3.81025 0.0587 0.0866 -0.2002 0.08
H -3.83847 0.67576 2.34981 0.0337 0.1623 0.0872 0.09
H -2.74170 1.82674 3.15405 -0.1621 -0.0589 -0.0614 0.09
H -3.63612 3.67963 -0.25161 0.1172 0.0308 -0.1688 0.12
H -4.69892 5.54224 -1.46787 0.0741 -0.0248 -0.0610 0.12
H -3.81806 6.25292 -3.68620 0.0866 -0.1346 0.0904 0.10
H -1.85711 5.06697 -4.66317 -0.0532 0.0000 0.0815 0.13
H -0.79945 3.20676 -3.44333 -0.1538 0.1133 0.0829 0.12
C -2.88355 -2.51427 -3.88929 0.1902 0.1975 -0.7290 -0.09
C -2.99042 -2.62627 -2.37809 -0.1585 -0.1527 0.0100 -0.19
C -2.08740 -1.68194 -1.70953 0.8231 0.9178 1.0282 -0.05
N -1.37419 -0.93611 -1.17902 -2.6014 -2.3148 -2.0095 0.06
H -3.56244 -3.22425 -4.37235 0.1235 0.1278 0.1796 0.09
H -1.86546 -2.73025 -4.23109 -0.1996 0.0176 0.0559 0.09
H -3.14504 -1.50674 -4.23088 0.0284 -0.2023 0.0671 0.09
H -2.74940 -3.64982 -2.07093 0.0937 0.2434 0.1959 0.13
H -4.02372 -2.43147 -2.07074 0.2474 0.1029 0.1989 0.13
N 2.31925 -2.43425 -0.70492 0.2504 -2.2610 -0.7506 0.07
C 2.39347 -1.08921 -0.68451 2.4224 -0.5186 -0.8379 -0.94
S 1.60659 -0.19998 -1.84903 -0.9857 0.8658 0.1307 0.90
N 3.06126 -0.47517 0.32185 1.0054 1.1156 0.7090 0.05
C 3.99314 -0.96951 1.25696 -0.0005 0.3061 -0.3980 -0.24
C 4.27081 -0.16650 2.37002 0.2493 -0.0726 0.6513 -0.03
C 5.18668 -0.58379 3.33943 -0.3009 -0.0058 -0.4916 -0.08
C 5.85081 -1.79864 3.19293 0.1004 -0.1602 0.0337 -0.09
C 5.60714 -2.58847 2.07201 -0.3169 0.4467 0.0127 -0.07
C 4.68609 -2.17294 1.10532 0.4178 -0.5180 -0.0284 -0.04
H 1.69593 -2.83715 -1.39463 0.1674 0.0205 0.3149 0.09
H 2.34673 -2.91701 0.18399 -0.1834 0.1017 -0.2598 0.07
H 2.86675 0.51920 0.37696 0.0012 -0.1917 0.3205 0.09
H 3.76297 0.78463 2.50825 -0.0213 -0.1040 -0.1273 0.11
H 5.38177 0.04097 4.20724 -0.0584 -0.0600 -0.1851 0.11
H 6.56766 -2.12293 3.94287 -0.1297 0.0579 -0.1247 0.11
H 6.14604 -3.52320 1.93887 -0.1272 0.1646 -0.0281 0.11
H 4.57185 -2.78558 0.21671 -0.1142 0.1847 0.1016 0.11
H 0.92332 1.47495 0.50571 -1.2174 -0.9124 -0.8695 0.04

=====

Number 1: energy -89239.113 eV. Number 2: energy -44238.072 eV. Number 3: energy -48438.803 eV.